Entry from OMol25: 5 unconnected molecules or ions with the total composition C42H47NO24P3 (ωB97M-V/def2-TZVPD).

Computed properties:
**LUMO energy**: -0.58 eV
**Charge**: -1
**Multiplicity**: 1

Last column: Mulliken charge in e.
Cartesian coordinates (Å):
1 P 0.95836 1.54399 -3.80464  0.25
2 P -1.18177 1.76963 -4.68757  0.34
3 P 1.57876 0.13543 -5.48641  0.51
4 O -3.11541 6.72242 -1.41292  -0.40
5 O -4.20776 -11.04194 4.91716  -0.59
6 O -1.25291 -6.43028 4.88012  -0.56
7 O -1.18003 -8.07665 6.93712  -0.62
8 O -3.64244 -7.68661 0.47248  -0.51
9 O 0.33653 5.98766 -1.99219  -0.50
10 O -4.82352 -3.69860 -3.09555  -0.61
11 O 10.91496 1.25325 3.34904  -0.57
12 O -2.14571 2.47728 -3.77663  -0.50
13 O 4.78525 1.60837 -1.00802  -0.49
14 O -2.32687 -4.42773 -2.64081  -0.63
15 O 7.63835 -0.56166 7.34866  -0.59
16 O -7.16488 9.08845 -1.52831  -0.59
17 O 2.99047 -0.35426 -5.43677  -0.71
18 O -4.22001 -9.43886 2.83666  -0.67
19 O 0.44734 2.69902 -2.62972  -0.09
20 O 2.52909 1.46549 -3.07846  -0.45
21 O 6.66424 0.17104 5.01571  -0.54
22 O -2.98516 -0.17718 -0.12058  -0.38
23 O 11.89947 0.44805 5.65490  -0.63
24 O -4.32476 0.14531 -1.89509  -0.51
25 O -7.63740 7.97453 -3.85209  -0.65
26 O -3.57376 5.64577 -3.82316  -0.48
27 O -6.13427 -7.01383 -0.04556  -0.64
28 N 1.42857 2.96430 -4.84129  -0.93
29 C -1.98513 -7.53260 4.81318  0.36
30 C 4.87229 2.12529 1.35659  -0.36
31 C -6.24422 8.25612 -2.00498  0.45
32 C -0.72445 0.21825 -1.78599  0.77
33 C 7.87151 0.26722 5.12082  0.97
34 C 8.73566 0.75860 4.06287  -0.98
35 C 4.62543 1.25316 0.29923  0.67
36 C -0.93117 -1.10651 -0.99242  -1.08
37 C -1.90541 -8.42421 6.02445  0.90
38 C 1.54498 3.27502 -2.01402  0.00
39 C 2.57713 2.15345 -1.86932  0.54
40 C 4.42508 -0.09851 0.56453  -0.40
41 C 3.93607 2.66056 -1.47439  -0.82
42 C -2.74321 -7.84349 3.75195  -0.91
43 C -3.84829 -6.71945 -0.41535  0.34
44 C 1.09084 4.03357 -0.77365  -1.15
45 C -5.01905 0.98900 0.19677  -1.22
46 C -5.29460 -6.37742 -0.65732  1.10
47 C 0.45840 0.02834 -2.75292  -1.70
48 C -6.57214 7.65891 -3.34625  1.09
49 C 10.05886 0.81553 4.26452  0.39
50 C -2.40310 -1.35714 -0.68690  -0.44
51 C -4.61200 -4.67855 -2.23242  0.33
52 C 9.82047 -0.09085 6.62677  -0.95
53 C -3.51563 -9.06951 3.75980  1.12
54 C -3.45601 -9.94980 4.97962  0.26
55 C 4.54466 0.33024 2.93494  -0.48
56 C -3.16539 -5.03916 -2.00989  1.03
57 C 4.78722 1.67306 2.67014  -0.59
58 C -5.11242 7.96271 -1.35498  -1.21
59 C -5.60526 -5.31526 -1.59309  -0.95
60 C -5.61720 6.76081 -3.95212  -0.94
61 C -2.85442 -6.08901 -1.05409  -1.06
62 C -0.18630 6.35433 -0.53028  -1.50
63 C -0.00794 4.92377 -1.29675  1.22
64 C -4.15777 7.04165 -1.95063  0.83
65 C 4.49323 -0.56593 1.87521  -0.51
66 C -2.69693 -9.64179 6.03898  -0.97
67 C -4.47391 6.45920 -3.30968  0.33
68 C 8.49706 -0.14530 6.42696  0.23
69 C 10.68727 0.38019 5.56140  0.95
70 C -4.09530 0.26597 -0.73371  0.85
71 H 8.27175 1.06556 3.13509  0.59
72 H 0.63404 3.39444 -0.01590  0.29
73 H -7.87212 9.10974 -2.20225  0.36
74 H 10.28060 -0.38598 7.55906  0.42
75 H -0.93226 4.43345 -1.59318  0.33
76 H -0.54482 1.01196 -1.07197  -0.14
77 H 4.39611 3.13571 -2.33831  0.38
78 H 0.68742 -0.97369 -5.52767  -0.01
79 H -1.28555 6.10128 -0.51460  0.30
80 H 6.75445 -0.49992 6.93595  0.37
81 H -1.08102 2.58270 -5.84744  0.03
82 H -2.80494 -7.21405 2.87551  0.53
83 H -1.71779 0.51518 -5.12341  -0.01
84 H 4.42780 -0.02522 3.94481  0.43
85 H -3.94546 -3.40784 -3.41180  0.36
86 H -2.64547 -10.26725 6.91873  0.41
87 H -0.80412 -6.45286 5.74706  0.36
88 H -5.97742 1.16135 -0.27309  0.35
89 H -5.85748 6.35021 -4.92217  0.45
90 H 3.83171 3.41517 -0.69234  0.18
91 H -2.83718 5.56114 -3.18761  0.27
92 H 1.30353 -0.30880 -2.15457  0.32
93 H -2.95673 -1.72872 -1.54418  0.28
94 H -2.44293 -2.13942 0.07691  0.51
95 H 4.46611 -1.63140 2.05579  0.40
96 H -0.48971 -1.95039 -1.51688  0.49
97 H 4.17017 -0.76593 -0.24483  0.46
98 H 0.77417 3.71762 -4.66047  0.24
99 H 2.06927 4.03419 -2.61706  0.16
100 H -5.08533 0.50147 1.16426  0.32
101 H 0.17486 -0.82097 -3.37977  0.68
102 H 1.37781 0.77801 -6.74774  0.05
103 H 2.19047 1.50471 -1.05730  -0.09
104 H 5.02338 2.33207 3.49335  0.43
105 H -6.64566 -5.06640 -1.74614  0.43
106 H -4.56114 1.96301 0.38576  0.28
107 H -0.44464 -0.96969 -0.02530  0.29
108 H 11.80060 1.18437 3.75349  0.35
109 H -4.52493 -7.97311 0.78273  0.34
110 H 4.96141 3.18633 1.16942  0.35
111 H -0.40695 7.36724 -0.86652  0.52
112 H -1.64049 0.39092 -2.34726  0.05
113 H -4.64577 -11.01627 4.04434  0.37
114 H 1.85102 4.69440 -0.37505  0.48
115 H 1.35419 2.76876 -5.83318  0.38
116 H -4.86928 8.38623 -0.39076  0.45
117 H -1.81311 -6.32795 -0.88953  0.47

=====

Entry from OMol25: 7 unconnected molecules or ions with the total composition C31H35N7 (ωB97M-V/def2-TZVPD).

Computed properties:
**ΔE to the lowest compared entry with this formula, charge and spin**: 2.19 kcal/mol
**LUMO energy**: 0.46 eV
**Multiplicity**: 1
**SMILES**: c1cc[nH]c1.c1cc[nH]c1.c1cc[nH]c1.c1cc[nH]c1.c1ccncc1.c1ccncc1.c1ccncc1

Last column: Mulliken charge in e.
Cartesian coordinates (Å):
1 N 10.56768 7.80482 -38.45933  0.31
2 N 9.68048 10.56040 -39.16363  -0.34
3 N 13.23699 9.64043 -42.15454  -0.58
4 N 7.63907 14.85362 -35.59588  -0.38
5 N 9.41509 6.22265 -41.39670  0.37
6 N 6.29790 10.80999 -45.32949  0.04
7 N 10.09476 12.37204 -35.10837  0.23
8 C 7.43546 9.78930 -43.73443  0.56
9 C 8.05744 11.98427 -40.18878  -0.72
10 C 11.61363 7.13994 -39.03801  -0.81
11 C 11.59113 8.18750 -43.88936  -0.56
12 C 12.96721 8.20574 -44.06012  -0.53
13 C 9.65739 12.91539 -38.69142  -0.69
14 C 7.37775 6.55255 -42.22649  -0.76
15 C 8.57689 13.09178 -39.54267  -0.37
16 C 8.04735 5.59451 -43.03378  -0.53
17 C 6.62670 14.92683 -36.45446  0.06
18 C 5.04049 15.23913 -34.70774  -0.20
19 C 6.07584 15.09196 -33.80632  -0.45
20 C 9.29227 5.40514 -42.48813  -0.79
21 C 11.04895 8.91401 -42.83587  0.56
22 C 7.36609 14.92949 -34.29828  -0.46
23 C 8.23891 6.89193 -41.21694  -0.30
24 C 8.66105 10.75551 -40.00619  0.01
25 C 5.30880 15.11758 -36.06334  -0.52
26 C 11.92547 9.53014 -41.96196  -0.63
27 C 11.46655 12.17298 -35.08071  -0.40
28 C 11.82423 11.94671 -33.78322  -0.54
29 C 7.33157 10.15466 -45.94408  -0.66
30 C 10.14938 11.62781 -38.51723  -0.22
31 C 13.73662 8.97595 -43.20438  -0.38
32 C 10.40659 5.68926 -37.83794  -0.47
33 C 9.80514 6.91311 -37.75259  -0.54
34 C 8.05571 9.49647 -44.98959  -0.39
35 C 11.54398 5.81404 -38.68684  -0.27
36 C 9.62981 12.24049 -33.83706  -0.68
37 C 10.65729 11.95923 -32.97873  -0.56
38 C 6.35685 10.58848 -43.97837  -1.13
39 H 8.88448 7.20060 -37.27379  0.40
40 H 11.52893 10.01468 -41.07171  0.80
41 H 5.61753 11.03077 -43.33210  0.39
42 H 10.23343 6.26380 -40.80723  0.19
43 H 8.59537 12.45406 -33.61761  0.59
44 H 12.15030 5.02171 -39.09219  0.44
45 H 9.98580 8.81922 -42.66165  0.15
46 H 8.25084 9.85990 -40.45903  0.22
47 H 8.21557 14.85093 -33.62987  0.62
48 H 7.43029 10.21804 -47.01485  0.41
49 H 10.97169 11.39415 -37.84908  0.35
50 H 12.09476 12.34301 -35.93834  0.40
51 H 6.44072 7.05706 -42.39563  0.48
52 H 5.59946 11.34343 -45.81204  0.18
53 H 14.81794 8.99996 -43.27957  0.39
54 H 4.52559 15.14513 -36.80837  0.35
55 H 10.59988 11.86438 -31.90919  0.41
56 H 7.80935 9.46857 -42.77682  0.25
57 H 9.56337 12.72345 -35.88548  0.19
58 H 12.21574 7.73262 -39.71131  0.27
59 H 8.24214 14.11138 -39.68691  0.53
60 H 10.10595 4.77547 -42.80679  0.45
61 H 5.87620 15.15428 -32.74497  0.36
62 H 7.21451 12.09480 -40.85803  0.40
63 H 10.18353 13.71332 -38.18377  0.49
64 H 8.13332 7.58030 -40.39421  0.52
65 H 10.02871 4.74357 -37.48309  0.39
66 H 7.68617 5.08580 -43.91211  0.43
67 H 13.45454 7.61751 -44.82642  0.38
68 H 6.84190 14.88182 -37.51709  0.26
69 H 4.01454 15.34680 -34.37780  0.37
70 H 10.97693 7.51853 -44.47940  0.45
71 H 8.98592 8.97646 -45.13878  0.30
72 H 12.83750 11.76331 -33.45990  0.40
73 H 10.37823 8.79816 -38.57778  0.52

=====

Entry from OMol25: 2 unconnected molecules or ions with the total composition C2H8N2O (ωB97M-V/def2-TZVPD).

Computed properties:
**ΔE to the lowest compared entry with this formula, charge and spin**: 39.12 kcal/mol
**LUMO energy**: 1.00 eV
**Multiplicity**: 1
**SMILES**: N/C=C/N.O

Last column: Mulliken charge in e.
Cartesian coordinates (Å):
1 O -0.07137 0.10218 2.70150  -0.68
2 N 1.00877 -1.68082 -0.51667  -0.45
3 N -0.77332 1.54196 -0.96129  -0.54
4 C 0.07503 -0.70625 -0.88950  -0.17
5 C 0.16284 0.57734 -0.53401  -0.39
6 H 1.96231 -1.60397 -0.85610  0.19
7 H 0.70749 -2.63619 -0.47505  0.20
8 H -0.07525 -0.05335 1.74621  0.36
9 H -1.73786 1.25351 -0.94725  0.19
10 H -0.76881 -0.98996 -1.50117  0.28
11 H 0.96531 0.96851 0.07066  0.47
12 H -0.65323 2.49767 -0.65717  0.23
13 H -0.80191 0.72938 2.81984  0.31

=====

Entry from OMol25: 7 unconnected molecules or ions with the total composition H14O7 (ωB97M-V/def2-TZVPD).

Computed properties:
**ΔE to the lowest compared entry with this formula, charge and spin**: 15.30 kcal/mol
**LUMO energy**: 0.33 eV
**Multiplicity**: 1
**SMILES**: O.O.O.O.O.O.O

Last column: Mulliken charge in e.
Cartesian coordinates (Å):
1 O -1.60942 -1.19796 0.58752  -0.70
2 O -1.85109 -1.13965 -2.34820  -0.71
3 O 0.17447 0.76182 -2.09680  -0.70
4 O 1.31736 1.02554 2.07863  -0.70
5 O 2.23682 -0.16614 -0.23557  -0.79
6 O 0.95706 -1.80836 1.41103  -0.79
7 O -0.70369 1.74272 0.57025  -0.70
8 H -0.33543 -0.08507 -2.25663  0.40
9 H 2.02588 0.44435 0.53356  0.41
10 H -0.43045 1.53356 -0.34595  0.39
11 H -2.64169 -0.72506 -2.72035  0.33
12 H -1.80306 -0.52149 1.21711  0.28
13 H 0.44956 1.31307 1.74117  0.43
14 H -2.03308 -1.22049 -1.39083  0.36
15 H 0.30636 1.14496 -2.96756  0.27
16 H 1.67474 1.71931 2.65220  0.28
17 H -0.73355 -1.49022 0.98084  0.45
18 H 1.69231 0.24813 -0.90347  0.40
19 H 1.12388 -1.14214 2.06741  0.33
20 H -1.35047 1.01647 0.73288  0.27
21 H 1.53349 -1.45334 0.69277  0.49

=====

no.,gap between HOMO and LUMO (eV),E (eV)
1,4.44,-122807.459
2,8.46,-43143.993
3,8.64,-7230.631
4,11.20,-14560.798